1.
{
  "formula": "C3H9N3O",
  "method": "ωB97M-V/def2-TZVPD",
  "energy_ha": -359.16883,
  "gap_ha": 0.3638,
  "e_above_lowest_kcal_mol": 47.4,
  "total_charge": 0,
  "smiles": "NCNC(=O)CN",
  "spin_multiplicity": 1,
  "symbols": ["N", "C", "N", "C", "O", "C", "N", "H", "H", "H", "H", "H", "H", "H", "H", "H"],
  "positions_angstrom": [[-0.16710, -0.74663, 2.53028], [-0.15178, -1.37611, 1.26042], [-0.49688, -0.54494, 0.13276], [0.55817, 0.06894, -0.47271], [1.76050, -0.19914, -0.30886], [0.06040, 0.94566, -1.70277], [-1.25736, 1.67200, -1.53217], [0.65875, -0.36687, 2.92921], [-0.95309, -0.15094, 2.83550], [-0.90972, -2.23992, 1.25332], [0.83516, -1.98772, 1.04965], [-1.54585, -0.38710, -0.01310], [0.15591, 0.14969, -2.38103], [0.82139, 1.89335, -1.94766], [-0.81976, 2.56147, -1.21811], [-1.67815, 1.62728, -2.46272]]
}



2.
{
  "formula": "CH5N2S2",
  "method": "ωB97M-V/def2-TZVPD",
  "energy_ha": -946.66442,
  "gap_ha": 0.3110,
  "e_above_lowest_kcal_mol": 54.2,
  "total_charge": 1,
  "spin_multiplicity": 1,
  "symbols": ["C", "N", "N", "S", "S", "H", "H", "H", "H", "H"],
  "positions_angstrom": [[0.12177, -1.12829, 0.14360], [0.07107, 1.37015, 0.33725], [-0.56883, -1.13323, -1.00883], [1.80695, -1.31603, 0.53253], [0.13143, -1.54796, 1.80858], [0.58410, 1.97523, 0.96811], [-0.97265, 1.67646, 0.44828], [0.03734, -0.84973, -1.80674], [0.47098, 1.85921, -0.49209], [-1.68217, -0.90580, -0.93068]]
}



3.
{
  "formula": "C3H9NO",
  "method": "ωB97M-V/def2-TZVPD",
  "energy_ha": -249.36142,
  "gap_ha": [0.3854, 0.2754],
  "e_above_lowest_kcal_mol": 19.3,
  "total_charge": 1,
  "spin_multiplicity": 2,
  "symbols": ["C", "O", "H", "H", "H", "C", "C", "N", "H", "H", "H", "H", "H", "H"],
  "positions_angstrom": [[1.00985, 2.14408, 0.06018], [0.75010, 1.13322, 1.06820], [1.93739, 2.62208, 0.31432], [0.19330, 2.85070, 0.02738], [1.10430, 1.68302, -0.92489], [-0.91710, -1.75383, -0.17762], [-0.64665, -1.07197, -1.36705], [-0.34195, -1.52348, 0.95782], [-1.73341, -2.47019, -0.11794], [-0.79423, -1.59193, -2.30681], [-0.24999, -0.06569, -1.38288], [-0.59258, -2.12470, 1.73315], [-0.21871, 1.09500, 1.13824], [0.49969, -0.92631, 0.97789]]
}



4.
{
  "formula": "C15H16BClN4O2S2Ta",
  "method": "ωB97M-V/def2-TZVPD",
  "energy_ha": -2288.17046,
  "gap_ha": [0.1718, 0.1719],
  "e_above_lowest_kcal_mol": 66.5,
  "total_charge": 3,
  "spin_multiplicity": 1,
  "symbols": ["Ta", "C", "N", "C", "C", "N", "B", "N", "C", "C", "N", "C", "C", "S", "C", "S", "H", "H", "H", "H", "H", "H", "H", "H", "H", "H", "H", "H", "Cl", "C", "C", "C", "C", "O", "C", "C", "O", "C", "H", "H", "H", "H"],
  "positions_angstrom": [[-0.56881, 0.77229, -0.68167], [0.69516, 3.63073, 3.69159], [0.52725, 2.20783, 3.56496], [0.36788, 1.31912, 4.57836], [0.30971, 0.07458, 4.02096], [0.43864, 0.19354, 2.66683], [0.79421, -1.01762, 1.75984], [-0.35342, -2.03819, 1.68931], [-0.24860, -3.35646, 2.00144], [-1.42123, -3.97633, 1.66332], [-2.24572, -3.03189, 1.13984], [-3.60491, -3.24504, 0.71461], [-1.58276, -1.85998, 1.15645], [-2.30545, -0.33494, 0.71976], [0.55465, 1.51452, 2.41087], [0.72881, 2.29500, 0.86048], [0.54262, 3.92552, 4.72756], [-0.02384, 4.16312, 3.06709], [1.70469, 3.91790, 3.38796], [0.30907, 1.60333, 5.61133], [0.19927, -0.87613, 4.50147], [1.76753, -1.52944, 2.18040], [0.99664, -0.63551, 0.60508], [0.63628, -3.76600, 2.44665], [-1.70698, -5.00498, 1.77673], [-3.75124, -4.28582, 0.43206], [-3.85910, -2.61313, -0.13526], [-4.28942, -3.01381, 1.53332], [2.34257, 1.44163, -7.53547], [1.66863, 1.47474, -5.97697], [1.13035, 2.66762, -5.45882], [0.57693, 2.70914, -4.19719], [0.51481, 1.55564, -3.40150], [-0.01456, 1.55194, -2.20210], [1.06695, 0.32584, -3.91268], [1.03435, -0.88300, -3.14026], [0.56864, -1.02450, -2.00095], [1.63642, 0.31945, -5.19374], [1.15104, 3.56191, -6.06493], [0.17352, 3.63743, -3.81266], [1.47733, -1.77591, -3.61146], [2.06207, -0.59411, -5.58261]]
}